{
  "formula": "C15H26BF8NbO5PS2",
  "method": "the ωB97M-V functional and the def2-TZVPD basis",
  "total_charge": -1,
  "e_lumo_ev": 1.1,
  "spin_multiplicity": 1,
  "homo_energy_ev": -5.126,
  "symbols": ["C", "C", "P", "C", "Nb", "C", "C", "C", "S", "C", "C", "C", "F", "C", "F", "F", "C", "C", "O", "O", "B", "C", "O", "S", "O", "O", "C", "F", "F", "C", "F", "F", "F", "H", "H", "H", "H", "H", "H", "H", "H", "H", "H", "H", "H", "H", "H", "H", "H", "H", "H", "H", "H", "H", "H", "H", "H", "H", "H"],
  "coordinates": [[2.605064, -2.612073, 0.073295], [1.178780, -3.082603, 0.393800], [-0.171419, -2.403868, -0.695209], [0.567170, -2.627884, -2.390707], [-0.722000, 0.026198, -0.156687], [1.401803, 0.743021, -0.363366], [1.997027, 0.777866, -1.792381], [3.539986, 0.765077, -1.731189], [4.264308, 1.810334, -3.056842], [-0.640434, -0.126110, 2.113990], [0.758598, -0.152259, 2.716696], [0.668633, -0.600154, 4.157170], [1.096870, 0.292928, 5.091349], [0.124723, -1.742441, 4.605401], [0.434751, -2.947609, 4.136274], [-0.810234, -1.774418, 5.555117], [-2.974017, -0.553511, 0.098142], [-3.243806, -1.995217, 0.148588], [-3.099087, -2.650607, 1.166029], [-3.691939, -2.640520, -0.988571], [-1.276434, 0.546512, -2.368421], [-2.373305, -0.361871, -3.102789], [-0.761544, 1.582977, -3.111041], [-1.584531, 2.424276, 0.274176], [-1.990749, 3.101913, -0.958031], [-2.716550, 2.389880, 1.199009], [-0.378297, 3.618097, 1.065939], [0.375009, 3.056249, 2.028037], [0.423482, 4.166190, 0.134995], [-1.132213, 4.808395, 1.741804], [-0.198298, 5.761752, 2.017431], [-2.054057, 5.359655, 0.958971], [-1.650981, 4.452937, 2.926904], [3.075349, -2.244884, 0.983951], [3.231137, -3.434731, -0.250548], [2.646307, -1.795920, -0.634295], [1.145505, -4.155914, 0.217714], [0.902781, -2.947637, 1.431761], [1.601769, -2.312551, -2.450435], [-0.048863, -2.184001, -3.161120], [0.561597, -3.702272, -2.572901], [2.102420, 0.189187, 0.261539], [1.472917, 1.770810, 0.005466], [1.658144, -0.031832, -2.434006], [1.699390, 1.701569, -2.268369], [3.923119, -0.243828, -1.799139], [3.846910, 1.257650, -0.818462], [4.523540, 0.904020, -4.008553], [-1.252950, -0.983766, 2.390491], [-1.153444, 0.728846, 2.555947], [1.453876, -0.839409, 2.232351], [1.240167, 0.817813, 2.759910], [-3.202295, -0.183577, 1.092250], [-3.608774, -0.008278, -0.597067], [-4.428848, -2.130797, -1.329345], [-2.303642, -1.418970, -2.867726], [-2.225483, -0.269157, -4.181193], [-3.367262, 0.029381, -2.899981], [-1.459676, 2.075134, -3.546120]],
  "forces_ev_per_a": [[0.0, 0.1, 0.9], [0.1, -0.2, -0.8], [0.3, 0.8, -0.3], [-0.2, -0.8, 0.5], [1.6, -4.6, 1.2], [-0.3, 0.5, -0.7], [0.4, 0.1, 0.6], [-0.8, 0.5, -0.9], [0.3, 0.0, 0.0], [-0.3, 2.2, -0.4], [0.8, -1.2, 0.8], [0.6, -0.6, -0.1], [-1.3, 0.6, 0.1], [0.2, 0.8, 0.2], [-1.1, 0.1, -0.6], [1.0, -0.6, 0.6], [-0.4, 0.2, -0.3], [0.0, -0.2, 1.4], [0.2, 0.1, -0.8], [0.0, -0.2, 0.2], [-0.9, 1.4, -0.5], [0.7, 0.1, -0.3], [0.3, -0.1, 0.7], [-1.5, 0.2, -1.1], [0.7, 0.4, -0.3], [0.5, -0.2, 0.9], [-1.0, 1.1, 0.2], [0.2, -0.3, 0.0], [0.2, -0.3, -0.1], [0.7, 0.1, 0.5], [-0.3, -0.1, -0.1], [0.2, -0.2, 0.4], [-0.1, 0.1, -0.6], [0.1, 0.1, 0.1], [0.1, -0.1, -0.3], [0.0, 0.1, -0.3], [-0.2, -0.2, 0.1], [-0.1, 0.2, 0.2], [0.1, 0.3, -0.1], [0.0, 0.3, -0.1], [0.0, -0.2, -0.1], [-0.2, -0.4, 0.3], [0.1, 0.1, 0.1], [-0.1, -0.1, -0.1], [-0.3, 0.1, -0.2], [0.3, -0.1, 0.2], [0.3, -0.1, 0.2], [-0.1, -0.2, 0.1], [0.0, -0.4, -0.4], [-0.2, -0.1, 0.3], [0.0, 0.0, -0.4], [0.0, 0.2, -0.3], [0.1, 0.3, 0.2], [0.0, 0.0, -0.2], [0.0, 0.3, -0.4], [-0.4, -0.2, 0.3], [0.1, 0.0, -0.2], [-0.2, -0.1, 0.3], [-0.1, 0.0, -0.5]]
}

{
  "formula": "C15H26BrN9O14",
  "method": "the ωB97M-V functional and the def2-TZVPD basis",
  "smiles": "Brc1cccc2nccnc12.C[N+](=O)[O-].C[N+](=O)[O-].C[N+](=O)[O-].C[N+](=O)[O-].C[N+](=O)[O-].C[N+](=O)[O-].C[N+](=O)[O-]",
  "e_lumo_ev": -1.0,
  "spin_multiplicity": 1,
  "homo_energy_ev": -8.407,
  "symbols": ["Br", "C", "C", "C", "C", "C", "N", "C", "C", "N", "C", "H", "H", "H", "H", "H", "C", "N", "O", "O", "H", "H", "H", "C", "N", "O", "O", "H", "H", "H", "C", "N", "O", "O", "H", "H", "H", "C", "N", "O", "O", "H", "H", "H", "C", "N", "O", "O", "H", "H", "H", "C", "N", "O", "O", "H", "H", "H", "C", "N", "O", "O", "H", "H", "H"],
  "coordinates": [[-0.759402, 3.083863, -1.246900], [-0.946024, 1.280764, -0.385751], [-2.181916, 0.410130, -0.697598], [-2.278877, -1.000853, 0.005638], [-1.143585, -1.446091, 0.981885], [0.124380, -0.545951, 1.307245], [1.092328, -1.098073, 2.220622], [2.156159, -0.158061, 2.386959], [2.282178, 1.230347, 1.692392], [1.304985, 1.743914, 0.787592], [0.205128, 0.833123, 0.606553], [-3.024709, 0.742789, -1.397786], [-3.172026, -1.698249, -0.206053], [-1.212462, -2.490902, 1.493775], [3.031146, -0.481251, 3.074901], [3.201857, 1.878024, 1.912177], [2.569501, 0.995169, -2.141815], [2.900824, -0.074381, -3.119289], [2.030631, -0.397550, -3.914252], [4.022299, -0.553009, -3.055024], [1.545772, 1.324945, -2.315065], [2.674234, 0.572154, -1.143699], [3.270442, 1.814157, -2.300252], [-5.546848, 2.724618, 1.474286], [-5.188769, 1.282831, 1.537498], [-5.555874, 0.570803, 0.613607], [-4.551389, 0.914947, 2.511685], [-6.108675, 2.907107, 0.559934], [-6.152813, 2.951141, 2.351032], [-4.622060, 3.291128, 1.476525], [1.293094, -3.472960, -4.091239], [0.060023, -4.297606, -3.994572], [-0.957940, -3.743606, -3.607133], [0.156058, -5.473832, -4.311125], [1.061150, -2.456475, -3.781150], [2.037902, -3.916959, -3.431121], [1.621327, -3.493292, -5.128280], [-5.386847, 7.467724, 1.479983], [-5.615484, 6.012533, 1.281747], [-4.654313, 5.269226, 1.414572], [-6.751144, 5.666149, 0.999721], [-4.338036, 7.628052, 1.724129], [-5.647815, 7.970923, 0.549555], [-6.027822, 7.792384, 2.299013], [3.350425, -3.246408, -8.926690], [2.540127, -3.247349, -7.680907], [1.371122, -3.587212, -7.771951], [3.106799, -2.906330, -6.654104], [2.721362, -3.569014, -9.754667], [3.706555, -2.229178, -9.086109], [4.179554, -3.937740, -8.779752], [-0.363660, -2.346116, 5.108723], [-1.130542, -3.536086, 4.656479], [-1.475042, -3.569268, 3.485482], [-1.359880, -4.394942, 5.492682], [-0.234582, -1.670116, 4.265042], [-0.937259, -1.868226, 5.902415], [0.601402, -2.696545, 5.473240], [5.389701, 0.341935, 6.024163], [5.185447, -0.033918, 4.600772], [4.299526, -0.841427, 4.353603], [5.918448, 0.492211, 3.781266], [4.671276, -0.200099, 6.636887], [6.409616, 0.068923, 6.292819], [5.233017, 1.417055, 6.105683]],
  "forces_ev_per_a": [[-0.3, -1.9, 0.9], [-1.6, -3.0, 0.7], [3.3, -0.5, 2.4], [3.8, 1.5, 1.6], [-1.2, 2.0, -2.0], [-2.3, -0.5, -1.2], [1.3, 5.6, -2.2], [-1.1, 0.0, -1.0], [-2.6, -1.3, -0.9], [0.7, -4.2, 2.8], [-0.5, -0.1, -0.4], [1.6, -0.4, 1.2], [1.7, 1.4, 0.4], [0.2, 2.3, -1.0], [-1.9, 0.6, -1.5], [-1.6, -1.1, -0.4], [-0.3, 0.2, 0.1], [0.1, -0.1, -0.2], [0.6, 0.1, 0.3], [-0.6, 0.1, -0.1], [0.2, -0.1, 0.0], [0.1, 0.1, -0.2], [0.0, -0.2, 0.1], [0.0, -0.3, -0.2], [-0.1, -0.3, 0.0], [0.3, 0.1, 0.5], [-0.3, 0.0, -0.6], [0.1, -0.1, 0.1], [0.2, 0.0, 0.0], [-0.2, -0.4, 0.1], [0.0, 0.2, 0.1], [-0.2, -0.1, 0.1], [0.4, -0.5, -0.2], [-0.2, 0.6, 0.2], [-0.1, -0.2, -0.1], [-0.1, -0.1, -0.2], [0.0, -0.1, 0.2], [0.2, 0.3, 0.1], [0.0, -0.2, 0.0], [-0.5, 1.0, -0.1], [0.7, 0.0, 0.2], [-0.2, -0.1, -0.1], [-0.1, -0.1, 0.1], [0.0, 0.0, -0.2], [0.0, -0.1, -0.4], [-0.3, 0.0, 0.2], [0.6, 0.2, 0.2], [-0.3, -0.2, -0.6], [0.0, 0.0, 0.2], [0.1, -0.1, 0.1], [0.0, 0.2, 0.1], [0.1, 0.4, -0.1], [-0.2, -0.2, -0.1], [0.1, -0.2, 0.7], [0.1, 0.4, -0.5], [0.0, -0.2, 0.1], [0.1, -0.2, 0.0], [-0.2, 0.0, 0.0], [-0.1, -0.1, 0.4], [0.1, 0.0, -0.3], [0.8, 0.3, 0.3], [-0.6, -0.4, 0.4], [0.1, 0.0, -0.2], [-0.1, 0.1, -0.1], [0.2, -0.1, -0.1]]
}

{
  "formula": "C15H26FeIN4O2",
  "method": "the ωB97M-V functional and the def2-TZVPD basis",
  "total_charge": -2,
  "e_lumo_ev": [3.9, 4.6],
  "spin_multiplicity": 6,
  "homo_energy_ev": [2.614, 0.607],
  "symbols": ["C", "I", "H", "H", "H", "C", "C", "N", "C", "N", "H", "H", "C", "C", "N", "H", "N", "H", "Fe", "C", "O", "C", "C", "H", "H", "H", "C", "H", "H", "H", "C", "H", "H", "H", "C", "H", "H", "H", "C", "C", "C", "O", "H", "H", "H", "H", "H", "H", "H"],
  "coordinates": [[0.193644, 0.092378, -6.130417], [0.402571, 0.426295, -4.011888], [-0.735394, -0.466543, -6.252392], [1.062037, -0.492712, -6.451867], [0.157800, 1.059629, -6.644690], [-1.240363, 3.649601, 0.823170], [-2.206850, 3.187698, -0.004852], [-1.676891, 2.168777, -0.737492], [-0.400428, 1.925559, -0.309367], [-0.095372, 2.950071, 0.555398], [-1.251785, 4.432055, 1.573397], [-3.226741, 3.540061, -0.110231], [1.842513, -3.748654, 0.359839], [1.086423, -1.691854, -0.260737], [1.931048, -2.384489, 0.562506], [0.611772, -4.849952, -1.096519], [0.500228, -2.694443, -1.016328], [2.406167, -4.453630, 0.947488], [-0.016678, -0.182593, 0.132207], [0.531869, 1.299836, -1.289746], [1.590902, 1.839603, -1.573569], [0.960021, -3.938614, -0.642090], [-0.496821, -2.455849, -2.025408], [-1.475367, -2.882381, -1.747231], [-0.182528, -2.862950, -2.996378], [-0.620788, -1.360489, -2.147077], [2.778473, -1.815686, 1.581646], [3.577447, -2.537877, 1.804207], [2.211918, -1.643566, 2.518511], [3.221084, -0.862334, 1.248608], [1.108146, 3.110740, 1.330806], [1.143828, 4.163884, 1.630693], [1.986972, 2.864558, 0.732946], [1.068111, 2.488892, 2.244531], [-2.393287, 1.313547, -1.656379], [-1.675084, 0.823777, -2.321578], [-3.061163, 1.935774, -2.263733], [-2.974086, 0.550325, -1.111238], [-0.823798, -0.367010, 4.044090], [-1.463121, -0.826232, 2.742330], [-2.975944, -0.830615, 2.839356], [-1.040694, -0.099238, 1.638363], [-0.872294, 0.725124, 4.156660], [0.227225, -0.668549, 4.110743], [-1.336784, -0.810677, 4.903874], [-1.168711, -1.878701, 2.605260], [-3.390872, 0.177361, 2.720236], [-3.405715, -1.462655, 2.061062], [-3.319640, -1.224156, 3.802476]],
  "forces_ev_per_a": [[0.1, -0.1, -0.1], [0.0, 0.1, -0.7], [0.2, 0.1, -0.2], [-0.3, 0.1, 0.0], [0.0, -0.3, 0.2], [-0.5, 0.6, 0.2], [-0.6, 0.5, 0.7], [-1.7, -0.1, -0.4], [2.5, -0.4, -1.8], [0.5, 1.0, 0.8], [-0.2, -0.1, -0.2], [0.2, -0.2, 0.0], [0.0, -0.2, -0.1], [-0.5, -1.0, 0.4], [0.6, -0.3, -0.1], [0.0, 0.0, -0.1], [0.7, -0.1, 0.1], [0.0, 0.0, -0.1], [0.7, 0.3, -0.6], [-2.5, -0.9, 0.5], [2.4, 1.1, 0.3], [-0.1, -0.1, 0.2], [-0.5, 0.5, -0.5], [0.3, 0.0, 0.1], [-0.1, 0.1, 0.2], [0.2, -0.7, 0.1], [-0.1, 0.2, 0.3], [-0.1, 0.3, -0.1], [0.2, 0.1, -0.4], [-0.3, -0.4, 0.1], [-0.4, -0.2, 0.1], [0.2, -0.1, 0.0], [-0.2, -0.1, 0.0], [0.1, 0.0, -0.2], [-0.2, 0.2, 0.1], [-0.2, 0.2, 0.2], [0.0, -0.1, 0.1], [0.1, 0.1, -0.1], [0.2, 0.3, 0.4], [0.4, -0.1, -0.8], [-0.6, 0.1, 0.1], [-1.0, -0.1, 1.7], [0.0, -0.2, -0.2], [0.0, 0.1, -0.2], [0.0, 0.0, 0.0], [0.1, -0.3, 0.1], [0.2, 0.0, 0.0], [0.0, 0.1, -0.1], [0.0, -0.1, 0.0]]
}

{
  "formula": "C15H26IN4O2Rh",
  "method": "the ωB97M-V functional and the def2-TZVPD basis",
  "total_charge": -2,
  "e_lumo_ev": [4.0, 4.2],
  "spin_multiplicity": 5,
  "homo_energy_ev": [2.362, -2.288],
  "symbols": ["C", "I", "H", "H", "H", "C", "C", "N", "C", "N", "H", "H", "C", "C", "N", "H", "N", "H", "Rh", "C", "O", "C", "C", "H", "H", "H", "C", "H", "H", "H", "C", "H", "H", "H", "C", "H", "H", "H", "C", "C", "C", "O", "H", "H", "H", "H", "H", "H", "H"],
  "coordinates": [[-0.233410, 4.295987, -1.623773], [-3.253589, 0.307642, -1.450088], [0.781747, 4.707075, -1.742256], [-0.908334, 5.152708, -1.457954], [-0.512305, 3.824925, -2.566025], [-2.934536, -2.714393, 1.622102], [-2.711455, -3.422830, 0.489753], [-1.899773, -2.632161, -0.328245], [-1.663675, -1.449719, 0.275331], [-2.262943, -1.501819, 1.472339], [-3.537442, -2.930928, 2.492219], [-3.069929, -4.388050, 0.160709], [2.578365, 1.968985, 0.288219], [0.398958, 1.978425, -0.481583], [1.271614, 1.985368, 0.654544], [3.511547, 2.006443, -1.715537], [1.360674, 1.899590, -1.539302], [3.381931, 2.002079, 1.018442], [-1.037069, 0.365230, -0.514531], [-0.355466, 3.386140, -0.493383], [-0.911917, 3.680934, 0.562529], [2.635162, 1.958898, -1.078772], [1.052938, 1.758525, -2.939411], [1.888630, 1.233615, -3.426993], [0.951542, 2.747569, -3.409118], [0.144000, 1.154106, -3.063633], [0.913108, 1.904358, 2.039426], [1.779418, 2.282642, 2.597906], [0.761871, 0.855216, 2.341303], [0.025802, 2.516499, 2.218195], [-2.229195, -0.429628, 2.447851], [-3.165191, -0.462783, 3.018397], [-2.119473, 0.528405, 1.918827], [-1.372820, -0.559200, 3.126592], [-1.659154, -2.955278, -1.725681], [-0.716131, -2.522593, -2.071947], [-2.480944, -2.575950, -2.350985], [-1.595761, -4.049628, -1.794985], [1.784380, -2.029962, 1.900773], [1.457613, -1.426435, 0.544843], [1.466978, -2.434407, -0.580414], [0.251409, -0.746138, 0.727127], [0.943341, -2.654137, 2.224095], [1.905970, -1.219544, 2.625501], [2.697790, -2.630489, 1.861637], [2.238651, -0.684843, 0.314640], [0.756538, -3.242441, -0.382604], [1.231147, -1.948840, -1.530271], [2.459388, -2.889166, -0.675808]],
  "forces_ev_per_a": [[-0.6, 1.4, -1.1], [-2.4, 0.7, -1.5], [-0.1, -0.4, 0.2], [0.2, -0.4, 0.0], [0.0, 0.0, 0.1], [0.2, -0.1, -0.3], [0.2, 0.2, 0.2], [-0.2, -0.3, 0.4], [-0.9, 1.6, -1.7], [-0.4, -0.5, 0.3], [0.2, 0.0, -0.1], [0.1, 0.2, 0.1], [0.0, 0.2, -0.5], [-0.3, 2.0, -1.0], [0.5, -0.3, 0.3], [-0.3, -0.2, 0.0], [0.5, 0.0, -0.5], [-0.3, -0.1, -0.2], [2.5, -2.9, 2.8], [0.2, -1.8, 3.0], [0.2, 0.2, -1.4], [0.2, 0.0, 0.5], [0.2, -0.1, -0.4], [-0.3, 0.1, 0.1], [0.0, -0.4, -0.1], [0.1, 0.3, 0.1], [0.0, -0.1, 0.6], [-0.3, 0.1, 0.0], [-0.2, 0.3, -0.2], [0.2, -0.2, 0.1], [0.1, -0.1, 0.1], [0.2, 0.2, -0.1], [-0.2, -0.3, 0.2], [-0.2, 0.0, -0.2], [-0.1, 0.0, -0.1], [-0.3, 0.0, 0.2], [0.2, -0.1, 0.2], [0.0, 0.3, -0.1], [0.1, -0.2, 0.0], [0.0, 1.0, 0.2], [0.1, -0.4, 0.0], [0.7, 0.2, 0.0], [0.1, 0.0, 0.0], [0.1, -0.1, 0.0], [0.0, 0.0, 0.1], [0.2, -0.1, -0.1], [-0.1, 0.0, -0.1], [0.0, 0.0, 0.1], [0.0, 0.1, 0.0]]
}

no.,molar mass (u)
1,637.18
2,636.33
3,477.15
4,524.21